1.
{"formula": "C2H4O4", "method": "wB97M-V/def2-TZVPD", "total_charge": 0, "homo_lumo_gap_ha": 0.424, "fmax_ha_per_bohr": 0.09112, "lumo_energy_ev": 0.58, "symbols": ["O", "C", "O", "H", "H", "O", "C", "O", "H", "H"], "xyz": [[2.14921, 1.09857, 1.31208], [1.87545, 1.24758, 0.17944], [0.69243, 0.75286, -0.31980], [2.52966, 1.74984, -0.55528], [0.33260, 0.29381, 0.38659], [-1.86222, -1.98466, -1.14712], [-1.55473, -0.93402, -0.62948], [-0.98137, -0.86367, 0.63513], [-1.51908, 0.02974, -1.02409], [-1.66194, -1.39005, 1.16253]]}

---

2.
{"formula": "C5H11O3", "method": "wB97M-V/def2-TZVPD", "total_charge": -1, "homo_lumo_gap_ha": 0.321, "fmax_ha_per_bohr": 0.03165, "lumo_energy_ev": 4.14, "symbols": ["C", "C", "C", "O", "H", "H", "H", "H", "H", "H", "H", "H", "C", "C", "O", "O", "H", "H", "H"], "xyz": [[-0.32077, -1.01990, -1.90394], [0.34076, -1.72091, -0.72263], [-1.82432, -1.34376, -1.97044], [-0.14535, 0.36992, -1.74209], [0.17187, -1.26188, -2.82392], [0.40965, -2.81564, -0.68194], [-2.36589, -0.40202, -1.84337], [-2.05195, -1.70497, -2.97693], [-2.17246, -2.03474, -1.19923], [0.30846, 0.63702, -0.88668], [-0.18550, -1.38587, 0.18285], [1.36029, -1.34655, -0.56032], [1.25353, 1.38224, 2.82020], [0.44211, 0.98945, 1.58283], [1.03590, 1.06891, 0.46491], [-0.71862, 0.58241, 1.78149], [0.64105, 2.05792, 3.42392], [2.17191, 1.91234, 2.56601], [1.47422, 0.50110, 3.41841]]}

---

3.
{"formula": "C4H6O2", "method": "wB97M-V/def2-TZVPD", "total_charge": 0, "homo_lumo_gap_ha": 0.394, "fmax_ha_per_bohr": 0.00968, "lumo_energy_ev": 0.97, "symbols": ["C", "C", "O", "C", "C", "O", "H", "H", "H", "H", "H", "H"], "xyz": [[1.61914, 0.28050, -1.34680], [0.52160, 0.55922, -0.35740], [0.54475, 1.40388, 0.49613], [-1.32591, -0.49525, 1.70004], [-1.51290, -0.44306, 0.39083], [-0.51040, -0.31156, -0.55590], [1.22629, 0.23447, -2.36511], [2.05617, -0.69640, -1.11614], [2.38310, 1.05314, -1.26169], [-0.34828, -0.36591, 2.14938], [-2.17424, -0.65674, 2.35487], [-2.47932, -0.56230, -0.08822]]}

---

4.
{"formula": "C17H31F3O2P2Pd", "method": "wB97M-V/def2-TZVPD", "total_charge": 2, "multiplicity": 5, "homo_lumo_gap_ha": [0.328, 0.279], "fmax_ha_per_bohr": 0.05750, "lumo_energy_ev": [-5.30, -7.85], "symbols": ["P", "P", "C", "C", "H", "H", "H", "H", "C", "H", "H", "H", "C", "H", "H", "H", "C", "H", "H", "H", "C", "H", "H", "H", "Pd", "C", "C", "C", "C", "C", "C", "C", "C", "C", "H", "H", "H", "H", "H", "H", "H", "H", "H", "H", "H", "H", "H", "H", "H", "F", "C", "F", "F", "C", "O", "O"], "xyz": [[-0.20346, 0.64982, -2.74404], [-2.35562, -0.90494, 0.26651], [-1.51706, -0.54017, -2.44774], [-2.55267, -0.13170, -1.38018], [-1.08202, -1.53409, -2.25487], [-2.04035, -0.63135, -3.41651], [-2.63614, 0.96368, -1.26305], [-3.54746, -0.46081, -1.72854], [-2.88331, -2.61611, -0.02437], [-2.85355, -3.16061, 0.92717], [-2.21379, -3.10876, -0.74279], [-3.90793, -2.62073, -0.42200], [-3.59623, -0.16509, 1.33088], [-4.56746, -0.64214, 1.14064], [-3.67789, 0.91085, 1.12964], [-3.31008, -0.33006, 2.37756], [0.82343, 0.15772, -4.16017], [1.74838, 0.74965, -4.19232], [0.27225, 0.32760, -5.09318], [1.09569, -0.90251, -4.08695], [-1.04113, 2.11398, -3.46501], [-1.92369, 2.41337, -2.88366], [-1.35907, 1.88860, -4.49181], [-0.34751, 2.96586, -3.50022], [2.60652, 2.16339, 2.99087], [-0.77433, -0.99460, 1.08001], [0.21792, -1.99868, 0.69251], [1.03443, -1.94621, -0.49253], [1.95031, -0.68731, -0.71375], [1.46098, 0.42978, -1.55713], [0.40215, 1.40267, -1.25018], [-0.34602, 1.49017, 0.10990], [-0.12970, 0.44788, 1.20257], [2.84874, 2.92537, 1.28668], [-1.04513, -1.27503, 2.12459], [0.47776, -2.74746, 1.44670], [0.42540, -2.08082, -1.39858], [1.71194, -2.82437, -0.44147], [2.32553, -0.33157, 0.26268], [2.83162, -1.09369, -1.24116], [2.26884, 0.81130, -2.19826], [0.69225, 2.42978, -1.52474], [-1.41694, 1.66821, -0.06115], [-0.01573, 2.43936, 0.56406], [0.94254, 0.34480, 1.41186], [-0.51369, 0.88053, 2.14405], [3.56100, 3.75449, 1.44126], [1.87466, 3.26844, 0.90325], [3.27798, 2.12042, 0.66352], [3.69110, -1.68515, 5.58507], [2.42115, -1.38290, 5.18925], [1.92201, -2.46221, 4.52681], [1.66903, -1.18566, 6.30016], [2.42671, -0.08262, 4.24878], [2.54120, -0.24450, 3.00669], [2.33643, 1.05412, 4.82273]]}

---

5.
{"formula": "C16H24F6MgN8P", "method": "wB97M-V/def2-TZVPD", "total_charge": 1, "homo_lumo_gap_ha": 0.310, "fmax_ha_per_bohr": 0.03460, "lumo_energy_ev": -5.28, "symbols": ["Mg", "P", "F", "F", "F", "F", "F", "F", "C", "C", "N", "H", "H", "H", "C", "C", "N", "H", "H", "H", "C", "C", "N", "H", "H", "H", "C", "C", "N", "H", "H", "H", "C", "C", "N", "H", "H", "H", "C", "C", "N", "H", "H", "H", "C", "C", "N", "H", "H", "H", "C", "C", "N", "H", "H", "H"], "xyz": [[3.08911, 0.25536, 1.99338], [0.79432, -1.52168, 0.00206], [0.53361, -0.33320, -1.03738], [2.25643, -1.69214, -0.56997], [1.46755, -0.33159, 1.05737], [1.13854, -2.59533, 1.14206], [-0.60425, -1.17440, 0.70503], [0.16420, -2.60410, -0.95768], [2.33516, -0.06925, -3.76490], [3.38476, 0.89651, -3.96192], [4.24822, 1.63776, -4.07495], [1.39271, 0.29279, -4.17077], [2.18563, -0.13998, -2.69504], [2.55455, -1.03581, -4.20104], [4.31947, 2.87535, -1.62693], [3.93098, 2.04995, -0.50553], [3.62610, 1.40297, 0.39095], [5.40786, 2.79928, -1.71813], [3.99802, 3.89631, -1.42883], [3.91316, 2.48385, -2.55951], [-1.94665, -1.34128, 3.69726], [-0.91159, -0.50293, 4.28098], [-0.09185, 0.14748, 4.74349], [-2.56297, -1.81112, 4.45858], [-1.45590, -2.11100, 3.09794], [-2.56100, -0.75274, 3.02150], [-1.65200, 0.56281, -3.16315], [-1.15643, -0.65206, -3.79596], [-0.67769, -1.52622, -4.36348], [-0.79975, 1.16828, -2.86357], [-2.30185, 0.34119, -2.32255], [-2.19076, 1.15786, -3.90283], [-3.83385, -1.56936, 0.55242], [-3.32683, -0.20797, 0.75543], [-2.93069, 0.84925, 0.92873], [-3.45587, -1.99832, -0.37382], [-4.91699, -1.50840, 0.46116], [-3.49345, -2.19353, 1.37336], [0.30957, 3.32853, 3.90285], [1.28531, 2.43221, 3.40034], [2.07951, 1.70946, 3.00152], [-0.44747, 3.51006, 3.14089], [0.76294, 4.26529, 4.21426], [-0.16475, 2.82996, 4.75320], [-1.94457, -5.02833, -0.48989], [-3.13150, -5.14396, 0.35114], [-4.06703, -5.21558, 1.00347], [-1.84903, -4.00332, -0.83597], [-2.03721, -5.69999, -1.34080], [-1.05444, -5.30880, 0.06726], [-0.27261, 2.53300, -0.03598], [0.71219, 3.56933, 0.17780], [1.53783, 4.34275, 0.35395], [-1.28507, 2.88863, 0.14407], [-0.10065, 1.69310, 0.63745], [-0.20303, 2.15307, -1.04930]]}

---

6.
{"formula": "C2H8OS2", "method": "wB97M-V/def2-TZVPD", "total_charge": -1, "multiplicity": 2, "homo_lumo_gap_ha": [0.136, 0.229], "fmax_ha_per_bohr": 0.04920, "lumo_energy_ev": [3.21, 3.18], "symbols": ["C", "S", "S", "C", "H", "H", "H", "H", "H", "H", "H", "H", "O"], "xyz": [[0.31018, -0.83095, 1.71087], [1.56432, -1.49897, 0.45654], [1.95128, -0.85035, -1.61045], [0.39397, -1.54717, -2.33837], [0.39144, 0.24914, 1.91815], [-0.67130, -0.84562, 1.22695], [0.35286, -1.36903, 2.65832], [0.26040, -1.04028, -3.28911], [0.58870, -2.61603, -2.38998], [-0.46103, -1.41453, -1.67254], [-1.43402, 3.15861, 1.39982], [-1.76904, 4.47681, 0.53711], [-1.47775, 4.12837, 1.39268]]}